Record 1
The following is a quantum chemistry calculation of C4H10N4O2 in the gas phase, from OMol25.

Structure (XYZ):
```
20
Properties=species:S:1:pos:R:3:forces:R:3:lowdin_charge:R:1
C 1.316686 -1.224391 -1.122406 2.162 1.799 -1.157 -0.007
C 0.351418 -0.732850 1.152122 -2.992 -0.018 3.840 -0.177
C -0.702092 0.484089 1.246644 0.884 -1.782 2.824 -0.119
C -1.243205 1.671984 -0.718785 -1.627 1.132 -4.475 -0.116
H 2.210935 -1.815069 -1.234560 0.610 -0.182 0.165 0.085
H 0.540567 -1.905947 -1.081047 -2.019 -0.884 -0.779 0.062
H 1.452215 -0.432771 -1.958580 -0.957 -1.350 1.253 0.130
H -0.374865 -1.507326 0.958213 0.687 -1.022 -0.218 0.078
H 0.839070 -0.906837 2.243835 -1.109 0.496 -2.745 0.174
H 0.030842 1.344245 1.314154 -1.696 -0.316 -0.367 0.114
H -1.257445 0.346929 2.325768 1.104 0.438 -2.901 0.166
H -2.132953 1.904782 -1.535332 2.429 -1.000 1.683 0.137
H -1.326867 2.570411 -0.139141 0.515 0.301 0.560 0.060
H -0.199072 1.605310 -1.287824 -2.187 0.008 1.354 0.121
N 1.318451 -0.575657 0.159097 -0.361 -0.898 -1.328 -0.241
N -1.625851 0.536667 0.068766 1.501 0.071 0.335 -0.202
N -2.248603 -0.473340 -0.606242 0.401 -0.758 1.909 -0.026
N 2.192801 0.230380 0.508475 6.215 3.060 -1.326 -0.047
O -2.360412 -1.541626 0.006879 0.345 1.858 -0.798 -0.070
O 3.218383 0.421020 -0.300031 -3.904 -0.952 2.172 -0.121
```
Positions in Å, forces in eV/Å.

Highest occupied orbital energy: -9.37 eV
Structure (SMILES): CN(CCN(C)N=O)N=O
LUMO level: 0.009 Ha
Energy relative to the best compared isomer or geometry (same formula, charge and spin): 6.8470 eV


Record 2
The following is a quantum chemistry calculation of 2 unconnected molecules or ions with the total composition C31H55FN3O10, from OMol25.

Structure (XYZ):
```
100
Properties=species:S:1:pos:R:3:forces:R:3:lowdin_charge:R:1
C -3.794459 -3.267956 4.096092 0.389 0.126 0.112 -0.125
C -3.584732 -4.383830 2.869133 -0.900 2.032 0.257 -0.162
C -3.551704 -3.464885 1.471462 -0.562 -2.902 1.321 -0.148
O -2.510982 -2.450383 1.691698 -0.659 -1.092 1.114 -0.119
N -2.419061 -1.588939 0.642896 -0.147 0.813 -2.959 -0.076
C -2.981213 -0.214380 0.911107 -2.160 2.333 0.097 -0.141
C -4.500434 -0.154846 0.213451 -0.687 -0.904 -0.182 -0.030
C -2.096417 1.002936 0.278299 -0.710 2.204 0.266 -0.199
C -3.140324 2.305920 0.147433 -2.292 3.523 -0.592 -0.074
C -3.935681 2.956817 1.459001 -0.163 1.054 -4.268 -0.009
C -4.927345 4.225907 1.158970 1.533 -1.537 -1.452 -0.090
N -5.201425 4.897726 -0.156396 4.190 -4.946 0.594 -0.010
C -4.441257 4.324432 -1.318320 0.832 -1.640 1.926 -0.084
C -3.408779 3.052646 -1.322506 -1.649 0.980 4.023 0.018
O -1.591829 0.761872 -1.064487 0.232 -1.485 2.079 -0.090
C -0.884638 -0.501182 -1.243144 -0.522 -0.707 -2.957 -0.317
N -1.568682 -1.155541 -2.465188 0.782 1.168 1.886 0.003
C -1.427949 -0.324605 -3.707864 -1.322 -0.544 -2.167 -0.226
C -0.711095 -1.265367 -4.874092 -0.802 0.027 -0.251 -0.111
O 0.528333 -0.314222 -1.703316 -2.984 0.829 2.374 -0.084
C 1.119462 0.910398 -1.156665 2.417 1.799 -0.304 -0.137
C 1.038862 2.209494 -2.208343 -1.083 -0.149 -0.268 -0.273
C 1.727028 1.866062 -3.682153 -0.066 0.290 -0.132 -0.085
C 1.616740 3.597611 -1.529499 -0.061 0.032 0.393 -0.349
C 0.833371 3.997889 -0.131356 0.110 -0.941 0.236 -0.100
C 3.222542 3.444560 -1.195167 -0.751 -0.036 -0.460 -0.095
C -1.022860 -1.588012 -0.003824 2.420 -1.894 -0.743 -0.128
C -0.922591 -3.132211 -0.655722 0.898 -1.223 0.639 -0.111
O 0.338339 -3.325677 -1.433315 -3.407 -0.428 0.183 -0.160
C 0.120817 -4.265953 -2.554619 1.750 -0.584 -0.748 -0.154
O 1.313559 -5.162918 -2.594147 -0.602 2.481 0.257 -0.158
C 2.539024 -4.332602 -2.599359 1.169 0.923 -0.167 -0.174
C 3.848894 -5.074025 -3.274039 0.349 -0.528 0.256 -0.189
O 4.680807 -4.152882 -4.105296 -1.508 0.971 2.432 -0.148
C 0.212710 -1.559356 1.072776 0.354 -0.976 1.611 0.025
C 0.026192 -0.611570 2.385259 4.153 7.219 1.239 -0.138
O 0.743554 0.545444 2.442168 -5.433 -8.301 -0.178 -0.002
F -0.809959 -0.893628 3.584026 2.235 0.231 -3.997 -0.016
H -4.227816 -3.763685 5.082492 1.094 0.991 -2.198 0.096
H -4.549219 -2.399627 3.779960 1.569 -2.005 0.538 0.089
H -2.746966 -2.754868 4.312576 -2.331 -1.107 -0.274 0.077
H -2.613258 -5.017591 3.022245 -2.031 1.194 -0.416 0.126
H -4.575646 -5.004918 2.836409 2.164 0.854 -0.180 0.124
H -3.210699 -4.177913 0.607104 -0.783 1.581 1.281 0.137
H -4.639241 -3.049593 1.354937 2.286 -0.379 0.002 0.137
H -3.051053 -2.012113 -0.103091 0.875 0.792 0.673 0.162
H -3.097574 -0.042104 2.063682 0.492 -0.632 -2.200 0.182
H -5.229526 0.578716 0.793872 1.875 -1.439 -1.485 0.112
H -4.439427 0.097607 -0.952066 0.014 -0.204 2.703 0.120
H -5.046579 -1.215507 0.253523 1.344 2.085 0.134 0.087
H -1.218079 1.398126 0.940431 -1.609 -1.098 -0.866 0.153
H -3.803472 2.475101 2.542047 -0.382 1.366 -2.626 0.105
H -5.502856 4.667596 2.107881 1.375 -0.985 -2.505 0.116
H -4.607581 4.858172 -2.373773 0.273 -1.237 2.737 0.116
H -2.867638 2.684803 -2.311226 -1.323 0.913 2.427 0.098
H -2.573250 -1.370710 -2.232484 1.379 0.712 -0.439 0.119
H -2.533330 -0.127207 -4.114036 2.358 -0.286 0.826 0.134
H -0.940625 0.727605 -3.582183 -0.710 -2.227 0.017 0.099
H -1.229364 -2.339448 -4.897283 1.005 2.405 0.233 0.081
H 0.431912 -1.442755 -4.691036 -2.176 0.600 -0.397 0.076
H -0.953566 -0.786109 -5.936900 0.908 -0.954 2.284 0.093
H 0.773705 1.205161 -0.078794 0.336 -0.721 -2.120 0.104
H 2.290930 0.694422 -1.063891 -2.579 0.170 -0.165 0.151
H -0.108473 2.420239 -2.445961 2.275 -0.467 0.648 0.122
H 2.793630 1.377532 -3.582539 -2.076 1.109 -0.131 0.089
H 1.077013 1.129245 -4.335968 1.219 1.399 1.556 0.064
H 1.794968 2.871839 -4.321361 0.011 -2.167 1.526 0.103
H 1.380673 4.464869 -2.304549 0.813 -1.834 1.503 0.145
H 1.120476 5.054448 0.284464 -0.479 -1.992 -1.051 0.091
H 1.176798 3.212150 0.693634 -0.828 1.669 -1.572 0.077
H -0.342689 3.935877 -0.243178 2.358 0.150 0.155 0.077
H 3.608212 4.442237 -0.715309 -0.550 -1.991 -1.112 0.092
H 3.774290 3.157425 -2.199986 -0.879 0.817 2.201 0.086
H 3.379927 2.574903 -0.424155 -0.291 1.712 -1.410 0.080
H -1.885016 -3.445787 -1.241879 1.791 0.997 0.720 0.129
H -0.839907 -3.922763 0.236735 -0.332 1.892 -1.582 0.156
H 0.127432 -3.654779 -3.556105 -0.270 -1.056 1.987 0.130
H -0.821975 -4.949457 -2.433931 1.872 1.330 -0.101 0.157
H 2.865130 -4.008281 -1.504077 -0.983 -0.762 -2.178 0.138
H 2.339855 -3.337968 -3.203383 0.349 -1.914 1.019 0.133
H 4.568608 -5.453455 -2.406562 -1.760 0.502 -1.795 0.131
H 3.540993 -5.964146 -3.987212 0.569 1.928 1.604 0.143
H 4.762125 -3.291750 -3.560779 -0.057 -2.062 -1.323 0.111
H 1.266252 -1.262610 0.595209 -2.771 -0.260 0.862 0.175
H 0.398294 -2.661204 1.496349 -0.715 2.395 -0.937 0.162
C 3.346231 0.798354 5.188384 0.389 -0.124 -0.067 -0.066
C 2.875430 2.133747 4.636667 -0.368 -0.572 -0.009 -0.219
O 3.912512 3.120042 4.703583 0.795 0.186 -0.709 0.028
C 4.913929 2.984315 3.801474 0.165 -0.369 -0.201 -0.546
O 5.004031 2.113569 2.946461 -0.217 1.296 1.143 0.095
O 5.820421 3.972057 4.021259 -0.984 -0.800 -0.127 -0.006
C 6.983312 3.876112 3.200515 0.517 0.050 -0.283 -0.050
H 3.731914 0.916974 6.205563 -0.204 0.021 -0.055 0.085
H 2.529067 0.072477 5.198447 0.001 0.124 0.037 0.072
H 4.163244 0.382493 4.589381 -0.220 0.106 -0.011 0.074
H 2.049648 2.502433 5.253490 0.318 0.239 -0.083 0.126
H 2.496595 2.040186 3.613029 0.263 0.028 0.115 0.099
H 6.719164 3.841909 2.139202 0.000 -0.147 0.221 0.095
H 7.565359 2.993562 3.483794 -0.145 0.076 -0.190 0.101
H 7.595926 4.765293 3.373949 -0.340 -0.113 0.176 0.097
```
Positions in Å, forces in eV/Å.

Net charge: +1
Highest occupied orbital energy: -11.53 eV
LUMO level: -0.125 Ha